C10H16O | ωB97M-V/def2-TZVPD

Positions of all 27 atoms, in Å:
C -2.39860 1.51457 1.58971
C -1.83157 1.77983 0.16205
C -1.75079 0.14124 2.04045
H -2.25562 2.36656 2.13191
H -3.47605 1.62569 1.57258
H -1.95467 3.00922 0.09636
H -2.59312 1.47705 -0.52388
H -2.02121 -0.28962 2.99621
H -1.95412 -0.46508 1.26559
H -0.92614 1.27914 0.09970
H -0.77756 0.05924 2.13024
C 0.83118 1.39204 -1.94971
C 1.11620 -0.05449 0.13097
C 1.39802 0.21258 -1.20088
C 1.35558 -1.26383 0.71682
C 1.96232 -0.86133 -1.91025
C 1.57995 -2.38957 -0.15291
C 1.95868 -2.13146 -1.49337
O 1.67000 -3.56650 0.59674
H 0.98817 0.81237 0.89586
H 1.33982 -1.53193 1.75359
H 0.33459 2.08510 -1.29971
H 0.11474 1.09335 -2.77783
H 2.25475 -0.66677 -2.89462
H 2.14594 -3.21566 -2.06424
H 1.08341 -4.25429 0.39023
H 1.80610 1.84252 -2.30163

- energy relative to the best compared isomer or geometry (same formula, charge and spin) (kJ/mol) = 323.2
- multiplicity = 2
- gap between HOMO and LUMO (spin up / spin down) (Ha) = 0.09837 / 0.24975
- charge = -1
- HOMO level (spin up / spin down) (eV) = 0.88 / -3.32
- LUMO (spin up / spin down) (eV) = 3.56 / 3.48
- energy (eV) = -12672.3814

Atomic partial charges in e from the Löwdin method, atoms 1 to 6: number 1, C, carries -0.27; number 2, C, carries -0.11; number 3, C, carries -0.08; number 4, H, carries 0.04; number 5, H, carries 0.08; number 6, H, carries 0.13



C10H16O | ωB97M-V/def2-TZVPD

Positions of all 27 atoms, in Å:
C -0.85495 1.86749 2.52511
C 2.47947 1.01163 0.95649
C 2.39850 -0.37926 0.85848
C 1.42229 1.73723 1.46177
C 0.22549 1.10749 1.83291
C 1.22902 -1.03220 1.21270
C 0.15148 -0.26637 1.65645
H 3.42360 1.45436 0.66852
H 3.25143 -0.93897 0.49513
H 1.46460 2.81006 1.62301
H 1.16688 -2.10864 1.23681
H -0.46355 2.50672 3.31520
H -1.63750 1.24721 2.94948
H -0.77774 -0.76813 1.86517
H -1.31659 2.62390 1.87354
C -1.78277 -0.81617 -2.14246
C -1.69533 -1.46274 -3.51851
C -1.19479 -1.62246 -1.01152
O -1.01308 0.43921 -2.22600
H -2.77435 -0.40783 -2.00627
H -2.53657 -2.14727 -3.66258
H -1.52159 -1.53059 0.01626
H -1.27962 -2.69310 -1.22400
H -0.17849 -1.28290 -0.94571
H -0.31416 0.31897 -2.88997
H -0.79034 -2.07340 -3.56322
H -1.71959 -0.73542 -4.32443

- energy relative to the best compared isomer or geometry (same formula, charge and spin) (kJ/mol) = 127.8
- multiplicity = 1
- gap between HOMO and LUMO (Ha) = 0.36244
- HOMO level (eV) = -8.89
- LUMO (eV) = 0.97
- energy (eV) = -12676.4005

Atomic partial charges in e from the Löwdin method, atoms 1 to 6: number 1, C, carries -0.06; number 2, C, carries -0.09; number 3, C, carries -0.10; number 4, C, carries -0.05; number 5, C, carries -0.27; number 6, C, carries -0.10



C10H16O | ωB97M-V/def2-TZVPD

Positions of all 27 atoms, in Å:
C 1.77429 -0.52989 1.83755
C 1.12888 -1.33469 3.00156
C 2.08749 0.97144 2.05449
H 2.76950 -1.08658 1.73083
H 1.11001 -0.61424 0.98751
H 0.54904 -2.14146 2.66329
H 3.14307 1.06178 1.84225
H 0.69342 -0.62552 3.58324
H 1.88810 -1.66416 3.73524
H 1.60564 1.60501 1.28470
H 1.71699 1.39296 3.01716
C 0.24625 -1.53031 -2.75037
C -1.93811 1.42812 -2.03744
C -2.07204 1.44350 -0.64043
C -1.30167 0.39752 -2.78536
C -0.72015 -0.66218 -2.06638
C -1.85058 0.26813 0.04630
C -1.04481 -0.63908 -0.66559
O -2.26662 2.60436 0.10296
H -2.36892 2.29690 -2.55088
H -0.97699 0.48870 -3.86403
H -2.40498 0.19463 0.99646
H -2.62870 3.32861 -0.44677
H 1.14185 -0.94691 -2.97637
H -0.22471 -1.81614 -3.80940
H -0.61441 -1.43774 -0.10982
H 0.55817 -2.45276 -2.18071

- energy relative to the best compared isomer or geometry (same formula, charge and spin) (kJ/mol) = 266.6
- multiplicity = 1
- gap between HOMO and LUMO (Ha) = 0.33747
- HOMO level (eV) = -8.35
- LUMO (eV) = 0.84
- energy (eV) = -12674.9622

Atomic partial charges in e from the Löwdin method, atoms 1 to 6: number 1, C, carries -0.29; number 2, C, carries -0.11; number 3, C, carries -0.11; number 4, H, carries 0.11; number 5, H, carries 0.05; number 6, H, carries 0.05



C10H16O | ωB97M-V/def2-TZVPD

Positions of all 27 atoms, in Å:
C -0.95720 -0.31197 2.61612
C 0.09511 -1.30202 2.13342
C -0.39564 1.09280 2.82040
H -1.76483 -0.24922 1.88003
H -1.41394 -0.67330 3.53896
H 0.61427 -0.88868 1.26678
H 0.43205 1.02780 3.53188
H -0.01640 1.48787 1.87598
H -0.38222 -2.22114 1.78886
H 0.79404 -1.55282 2.92903
H -1.14394 1.78521 3.20425
C 2.57942 -0.02680 -2.59732
C -1.45585 0.12145 -1.08436
C -0.77323 1.29357 -1.36913
C -0.82491 -1.09391 -1.27186
C 0.52107 1.24409 -1.86297
C 0.47490 -1.14660 -1.76029
C 1.16726 0.03084 -2.06340
O -2.73775 0.12895 -0.62060
H -1.23978 2.26321 -1.22944
H -3.04320 1.01262 -0.45870
H -1.34588 -2.00741 -1.02139
H 1.03679 2.17219 -2.08022
H 0.98895 -2.08818 -1.90376
H 2.83604 0.93073 -3.05081
H 2.64534 -0.77287 -3.38904
H 3.30950 -0.25642 -1.82243

- energy relative to the best compared isomer or geometry (same formula, charge and spin) (kJ/mol) = 56.7
- multiplicity = 1
- gap between HOMO and LUMO (Ha) = 0.34211
- HOMO level (eV) = -8.46
- LUMO (eV) = 0.85
- energy (eV) = -12677.1369

Atomic partial charges in e from the Löwdin method, atoms 1 to 6: number 1, C, carries -0.32; number 2, C, carries -0.12; number 3, C, carries -0.12; number 4, H, carries 0.08; number 5, H, carries 0.10; number 6, H, carries 0.06



C10H16O | ωB97M-V/def2-TZVPD

Positions of all 27 atoms, in Å:
C 0.06301 3.11932 2.12242
C -2.41945 1.11198 -0.03448
C -1.78380 1.14637 -1.25361
C -1.79027 1.62756 1.07991
C -0.47962 2.34549 0.96363
C -0.54157 1.76460 -1.49900
C 0.01877 2.33751 -0.30747
O -2.37473 0.67133 -2.33461
H -3.49375 0.97039 -0.05984
H -2.20085 1.65621 2.12126
H -0.18668 1.73650 -2.42006
H -2.04879 1.11283 -3.09845
H 0.85711 2.44698 2.64351
H -0.73639 3.50504 2.87681
H 0.99596 2.89393 -0.43930
H 0.60141 3.95939 1.71035
C 1.86104 -3.08310 0.16049
C 1.87258 -1.77237 -0.66531
C 0.60001 -4.02438 0.06149
H 2.64774 -3.74838 -0.13279
H 1.99452 -2.63590 1.14968
H 1.44448 -2.00545 -1.71326
H 0.19566 -4.30393 1.02909
H 2.88564 -1.58374 -0.84108
H 1.41160 -0.96374 -0.15839
H -0.21237 -3.52912 -0.35703
H 0.81875 -4.75533 -0.60395

- energy relative to the best compared isomer or geometry (same formula, charge and spin) (kJ/mol) = 268.4
- multiplicity = 1
- gap between HOMO and LUMO (Ha) = 0.33327
- HOMO level (eV) = -8.24
- LUMO (eV) = 0.82
- energy (eV) = -12674.9431

Atomic partial charges in e from the Löwdin method, atoms 1 to 6: number 1, C, carries -0.08; number 2, C, carries -0.04; number 3, C, carries -0.37; number 4, C, carries -0.01; number 5, C, carries -0.30; number 6, C, carries 0.02



C10H16O | ωB97M-V/def2-TZVPD

Positions of all 27 atoms, in Å:
C 0.92155 -0.34549 -2.76298
C -0.13601 0.67831 -2.39891
C 0.48785 -1.79022 -2.61303
H 1.30565 -0.14992 -3.76298
H 1.80244 -0.09503 -2.16208
H 0.17296 1.68917 -2.69675
H -0.59962 -1.88434 -2.67298
H 0.89802 -2.38265 -3.42895
H -0.25944 0.83081 -1.31972
H -1.18327 0.53654 -2.72211
H 0.87988 -2.30467 -1.74105
C -2.43330 0.92238 0.73973
C 0.96229 1.30083 2.42879
C 1.26847 -0.06308 2.59143
C -0.22629 1.61857 1.79581
C -1.11027 0.61210 1.41752
C 0.45925 -1.06013 2.11061
C -0.77653 -0.72500 1.54239
O 2.51173 -0.33449 3.14779
H 1.66117 2.02366 2.82764
H -0.46732 2.64518 1.61604
H 0.75014 -2.09867 2.12576
H 2.79901 -1.24035 2.89785
H -2.85034 1.84697 1.10838
H -3.08581 0.07633 0.92632
H -1.51781 -1.47773 1.32443
H -2.23440 1.17091 -0.31892

- energy relative to the best compared isomer or geometry (same formula, charge and spin) (kJ/mol) = 111.0
- multiplicity = 1
- gap between HOMO and LUMO (Ha) = 0.33944
- HOMO level (eV) = -8.41
- LUMO (eV) = 0.83
- energy (eV) = -12676.5747

Atomic partial charges in e from the Löwdin method, atoms 1 to 6: number 1, C, carries -0.32; number 2, C, carries -0.13; number 3, C, carries -0.12; number 4, H, carries 0.09; number 5, H, carries 0.10; number 6, H, carries 0.07